Entry 1:
The following is a quantum chemistry calculation of C16H27Cl2O2P2Sm as an isolated structure at a distorted geometry, from the Open Molecules 2025 dataset.

```
! wB97M-V def2-TZVPD RIJCOSX def2/J DEFGRID3
* xyz 2 6
C -2.87 -1.69 -2.80
C -2.60 -0.92 -1.65
H -3.89 -1.47 -3.16
H -2.79 -2.76 -2.55
H -2.08 -1.49 -3.55
O -2.95 -0.16 -0.82
Cl 0.03 -2.25 -1.90
Sm 0.49 -0.61 0.07
P -1.41 -2.43 1.24
C -2.49 -1.99 2.63
C -2.44 -3.76 0.51
H -2.56 -4.58 1.23
H -0.52 -4.24 2.62
H -1.99 -4.18 -0.40
H 0.62 -3.69 1.36
H -3.40 -1.57 2.18
H -3.44 -3.38 0.24
C -0.10 -3.36 2.13
H -2.74 -2.89 3.21
H 0.43 -2.73 2.86
H -2.04 -1.25 3.30
P 0.10 1.25 -2.22
C -0.29 3.01 -1.93
C 1.88 1.41 -2.59
H -0.50 0.15 -4.36
H -0.22 1.88 -4.54
H -1.73 1.29 -3.82
C -0.65 1.12 -3.88
H 2.21 0.37 -2.71
H 2.06 1.96 -3.51
H -0.01 3.62 -2.80
H 0.22 3.40 -1.05
H 2.46 1.87 -1.79
H -1.37 3.06 -1.77
C -1.00 1.15 0.79
O -1.70 2.00 1.19
Cl 0.58 -0.01 3.08
C 1.84 1.18 2.71
C 1.94 2.35 3.42
C 2.73 3.39 2.92
C 3.40 3.24 1.70
C 3.37 2.03 1.01
C 2.62 0.94 1.55
C 2.71 -0.38 0.96
H 1.37 2.50 4.34
H 2.77 4.35 3.43
H 3.95 4.08 1.26
H 3.91 1.90 0.08
H 3.40 -0.50 0.13
H 2.68 -1.21 1.66
*
```

Values from the calculation:
- <S²>: 8.82
- Gap between HOMO and LUMO (alpha / beta): 4.470 / 4.392 eV
- LUMO energy (alpha / beta): -8.8 / -8.8 eV
- Calculated total energy: -3036.8150 hartree

=====

Entry 2:
The following is a quantum chemistry calculation of C51H54F5N3O5PRbSSi as an isolated structure at a distorted geometry, from the Open Molecules 2025 dataset.

```
! wB97M-V def2-TZVPD RIJCOSX def2/J DEFGRID3
* xyz -2 1
Rb 10.73 0.18 19.47
C 14.67 -1.52 25.33
C 14.92 -1.21 23.86
C 15.59 -0.02 23.62
C 15.95 0.40 22.35
C 15.62 -0.35 21.23
C 14.98 -1.55 21.43
C 14.48 -1.92 22.70
P 13.38 -3.39 22.56
C 12.15 -3.12 23.85
C 11.57 -1.84 23.89
C 10.59 -1.46 24.81
C 10.23 -2.35 25.83
C 10.85 -3.57 25.83
C 11.80 -3.98 24.92
C 12.24 -5.38 25.06
C 14.35 -4.80 23.04
C 15.49 -4.64 23.78
C 16.35 -5.67 24.01
C 16.15 -6.94 23.46
C 15.05 -7.14 22.67
C 14.08 -6.12 22.43
C 13.00 -6.37 21.62
H 15.57 -1.51 25.99
H 14.17 -2.45 25.45
H 14.00 -0.73 25.82
H 15.78 0.62 24.46
H 16.31 1.40 22.29
H 15.86 0.10 20.26
H 14.79 -2.22 20.63
H 11.82 -1.07 23.16
H 10.19 -0.42 24.68
H 9.54 -2.08 26.63
H 10.57 -4.33 26.62
H 11.77 -5.90 25.93
H 13.35 -5.39 25.29
H 12.17 -5.97 24.17
H 15.73 -3.68 24.31
H 17.12 -5.51 24.78
H 16.78 -7.75 23.72
H 14.88 -8.09 22.15
H 12.21 -5.64 21.47
H 12.83 -7.40 21.29
O 12.14 -2.55 18.37
H 12.01 -3.17 19.10
H 11.29 -2.24 17.95
O 6.94 -0.69 20.84
O 8.14 -0.07 20.99
O 15.01 2.72 15.84
C 14.85 2.27 16.86
F 2.77 -6.09 21.96
C 3.59 -5.18 21.48
C 3.98 -5.08 20.14
F 3.37 -5.88 19.24
C 4.96 -4.18 19.75
F 5.36 -4.17 18.38
C 5.59 -3.36 20.65
S 7.11 -2.50 20.39
C 5.11 -3.41 21.96
F 5.74 -2.56 22.83
C 4.12 -4.24 22.40
F 3.65 -4.09 23.67
C 11.61 -1.16 15.15
C 10.18 -0.86 14.79
C 9.88 0.68 14.81
C 9.80 -1.58 13.47
Si 9.03 -1.66 16.19
O 9.84 -1.48 17.55
C 7.42 -0.70 16.27
C 6.56 -0.59 15.13
C 5.52 0.28 15.02
C 5.18 1.06 16.17
C 5.96 0.98 17.28
C 7.06 0.13 17.29
C 8.54 -3.41 15.84
C 7.17 -3.73 15.92
C 6.77 -5.05 15.80
C 7.66 -6.09 15.64
C 9.03 -5.74 15.56
C 9.48 -4.45 15.74
H 12.25 -0.70 14.37
H 11.88 -2.20 15.12
H 11.92 -0.76 16.13
H 10.80 1.17 14.39
H 9.70 0.97 15.84
H 8.97 0.91 14.20
H 10.35 -1.10 12.68
H 8.72 -1.52 13.21
H 9.94 -2.64 13.52
H 6.72 -1.30 14.29
H 5.05 0.37 14.07
H 4.29 1.71 16.09
H 5.77 1.56 18.17
H 7.56 0.09 18.24
H 6.40 -2.95 16.07
H 5.68 -5.25 15.99
H 7.37 -7.12 15.68
H 9.76 -6.55 15.36
H 10.54 -4.27 15.91
C 8.38 5.47 20.47
C 7.85 4.15 21.05
N 8.85 3.11 21.05
C 10.19 3.37 21.27
N 10.96 2.35 21.53
C 12.39 2.50 21.76
C 12.84 3.93 22.15
C 12.17 4.89 21.18
N 10.66 4.68 21.24
C 9.82 5.84 20.93
H 7.64 6.28 20.75
H 8.29 5.36 19.39
H 6.92 3.85 20.53
H 7.45 4.35 22.09
H 8.61 2.18 21.37
H 12.89 2.11 20.87
H 12.65 1.84 22.59
H 13.93 3.93 22.10
H 12.53 4.05 23.17
H 12.48 4.75 20.14
H 12.36 5.90 21.50
H 10.34 6.42 20.13
H 9.91 6.45 21.84
*
```

Values from the calculation:
- Relative energy (zero: lowest compared OMol25 entry of this formula, charge and spin): 0.728 eV
- Gap between HOMO and LUMO: 3.474 eV
- LUMO energy: 3.0 eV
- Calculated total energy: -4068.5658 hartree

=====

Entry 3:
The following is a quantum chemistry calculation of one molecule with the formula C5H14N2 at a distorted geometry, from the Open Molecules 2025 dataset.

```
! wB97M-V def2-TZVPD RIJCOSX def2/J DEFGRID3
* xyz 0 1
C -0.27 1.40 2.68
N 0.09 0.43 1.66
C -0.89 0.41 0.57
C -0.40 -0.35 -0.67
C -0.19 -1.85 -0.44
N 0.73 0.37 -1.22
C 1.09 0.12 -2.60
H -0.46 2.40 2.29
H 0.56 1.48 3.40
H -1.13 1.04 3.25
H 0.52 -0.41 1.99
H -1.81 -0.12 0.88
H -1.11 1.44 0.35
H -1.28 -0.25 -1.32
H 0.42 -2.12 0.42
H 0.24 -2.17 -1.39
H -1.15 -2.34 -0.32
H 1.50 0.40 -0.57
H 2.14 -0.15 -2.73
H 0.52 -0.72 -3.00
H 0.87 0.98 -3.23
*
```

Values from the calculation:
- Relative energy (zero: lowest compared OMol25 entry of this formula, charge and spin): 1.191 eV
- SMILES: CNC[C@H](C)NC
- Gap between HOMO and LUMO: 9.328 eV
- LUMO energy: 1.2 eV
- Calculated total energy: -308.3793 hartree

=====

Entry 4:
The following is a quantum chemistry calculation of a 2-piece molecular cluster, C4H11S2 overall at a distorted geometry, from the Open Molecules 2025 dataset.

```
! wB97M-V def2-TZVPD RIJCOSX def2/J DEFGRID3
* xyz -1 1
C -1.84 -2.03 -0.54
S -1.16 -2.43 1.10
C -0.48 -0.87 1.40
H -2.45 -2.84 -1.02
H -0.86 -1.89 -1.14
H -2.35 -1.03 -0.58
H -1.01 -0.09 1.18
H -0.18 -0.69 2.44
H 0.47 -0.79 0.83
C 2.64 2.34 -0.32
C 1.70 1.55 -1.26
S 0.03 1.86 -0.69
H 2.78 1.97 0.69
H 2.23 3.42 -0.32
H 3.66 2.47 -0.77
H 1.91 0.52 -1.20
H 1.75 1.98 -2.35
*
```

Values from the calculation:
- Relative energy (zero: lowest compared OMol25 entry of this formula, charge and spin): 1.293 eV
- Gap between HOMO and LUMO: 5.549 eV
- LUMO energy: 3.2 eV
- Calculated total energy: -955.3554 hartree

=====

Entry 5:
The following is a quantum chemistry calculation of a 2-piece molecular cluster, CH8N5O overall at a distorted geometry, from the Open Molecules 2025 dataset.

```
! wB97M-V def2-TZVPD RIJCOSX def2/J DEFGRID3
* xyz 1 1
C 0.01 0.81 1.34
N 0.94 1.54 0.73
N -1.25 1.09 1.23
N 0.18 0.30 -1.77
N 0.05 -1.28 -0.25
N 0.03 -0.92 -1.45
O -0.16 -2.65 -0.40
H 0.69 2.21 0.10
H -1.59 1.51 0.44
H -1.92 0.75 1.97
H 0.36 0.42 -2.77
H 0.38 -0.10 1.84
H 1.88 1.10 0.69
H 0.13 -1.72 -2.05
H 0.25 -3.06 0.35
*
```

Values from the calculation:
- Relative energy (zero: lowest compared OMol25 entry of this formula, charge and spin): 1.703 eV
- Gap between HOMO and LUMO: 9.142 eV
- LUMO energy: -3.4 eV
- Calculated total energy: -391.5372 hartree

=====

Entry 6:
The following is a quantum chemistry calculation of C29H24NO3PS4SbTc as an isolated structure, from the Open Molecules 2025 dataset.

```
! wB97M-V def2-TZVPD RIJCOSX def2/J DEFGRID3
* xyz 2 1
Tc 0.20 -0.12 0.55
O 2.64 -0.40 -0.91
N 2.24 -0.23 0.43
C 3.23 0.05 1.19
C 3.18 0.40 2.61
C 4.42 0.76 3.14
C 4.55 1.11 4.48
C 3.44 1.10 5.30
C 2.20 0.74 4.78
C 2.05 0.40 3.44
P 0.40 -0.16 2.92
C -0.76 0.99 3.68
C -2.02 0.58 4.10
C -2.93 1.51 4.58
C -2.59 2.86 4.62
C -1.34 3.27 4.19
C -0.43 2.34 3.71
C 0.26 -1.80 3.69
C -0.21 -1.92 4.99
C -0.25 -3.17 5.60
C 0.20 -4.29 4.91
C 0.70 -4.16 3.62
C 0.73 -2.92 3.01
H 2.53 -1.34 -1.09
H 4.21 0.04 0.72
H 5.29 0.76 2.50
H 5.52 1.39 4.87
H 3.53 1.36 6.34
H 1.34 0.73 5.44
H -2.30 -0.47 4.08
H -3.91 1.19 4.91
H -3.30 3.58 4.99
H -1.07 4.32 4.23
H 0.55 2.68 3.37
H -0.55 -1.05 5.55
H -0.62 -3.26 6.61
H 0.16 -5.26 5.39
H 1.06 -5.04 3.09
H 1.13 -2.83 2.01
S -3.79 -3.57 -0.99
Sb -4.97 -2.76 0.65
S -2.27 -0.61 -0.17
S -0.73 -1.99 -0.04
S -3.55 -0.82 1.40
C 0.41 2.94 -2.56
C 0.25 1.67 -1.82
O 0.45 1.57 -0.61
O -0.10 0.54 -2.42
H -0.37 3.63 -2.24
H 0.34 2.79 -3.64
H 1.37 3.38 -2.29
C -0.49 0.52 -3.70
C -0.89 0.49 -4.83
C -1.38 0.44 -6.19
C -0.79 1.23 -7.17
C -1.27 1.18 -8.47
C -2.33 0.34 -8.79
C -2.92 -0.45 -7.81
C -2.45 -0.40 -6.51
H 0.04 1.88 -6.92
H -0.81 1.79 -9.23
H -2.70 0.30 -9.80
H -3.74 -1.10 -8.06
H -2.90 -1.01 -5.73
*
```

Values from the calculation:
- Gap between HOMO and LUMO (alpha / beta): 5.742 / 6.000 eV
- LUMO energy (alpha / beta): -7.2 / -6.9 eV
- Calculated total energy: -3654.5208 hartree

=====

Entry 7:
The following is a quantum chemistry calculation of C37H29IN2NdO4P2S2 as an isolated structure at a distorted geometry, from the Open Molecules 2025 dataset.

```
! wB97M-V def2-TZVPD RIJCOSX def2/J DEFGRID3
* xyz 1 4
Nd -2.04 1.25 0.71
S -0.94 1.02 -2.05
P 0.61 -0.08 -1.40
C 0.59 -0.35 0.35
P -0.34 -1.65 1.05
S -2.36 -1.44 0.75
C 0.04 -1.84 2.80
C 1.37 -2.00 3.20
C 1.68 -2.23 4.53
C 0.66 -2.34 5.46
C -0.66 -2.21 5.07
C -0.97 -1.96 3.74
C 0.13 -3.28 0.40
C 1.47 -3.54 0.12
C 1.87 -4.82 -0.21
C 0.94 -5.85 -0.24
C -0.39 -5.59 0.04
C -0.80 -4.31 0.36
C 0.59 -1.61 -2.33
C -0.61 -2.30 -2.51
C -0.62 -3.51 -3.17
C 0.55 -4.03 -3.70
C 1.74 -3.33 -3.56
C 1.77 -2.13 -2.87
C 2.18 0.74 -1.75
C 3.35 0.34 -1.12
C 4.56 0.94 -1.44
C 4.61 1.95 -2.40
C 3.44 2.35 -3.03
C 2.23 1.75 -2.71
H 2.17 -1.97 2.47
H 2.71 -2.34 4.83
H 0.90 -2.53 6.50
H -1.46 -2.30 5.80
H -2.01 -1.84 3.44
H 2.19 -2.73 0.13
H 2.91 -5.02 -0.43
H 1.26 -6.86 -0.48
H -1.12 -6.39 0.01
H -1.84 -4.11 0.57
H -1.52 -1.88 -2.11
H -1.56 -4.04 -3.29
H 0.54 -4.97 -4.23
H 2.66 -3.72 -3.98
H 2.71 -1.60 -2.77
H 3.32 -0.44 -0.38
H 5.47 0.62 -0.94
H 5.55 2.41 -2.64
H 3.47 3.13 -3.78
H 1.32 2.07 -3.20
O -4.00 2.03 -3.42
C -3.85 2.07 -2.10
O -3.74 1.09 -1.39
C -3.86 3.44 -1.51
C -4.28 4.59 -2.15
C -4.42 5.74 -1.37
C -4.21 5.67 0.00
C -3.78 4.46 0.55
N -3.55 3.39 -0.22
C -3.72 4.08 1.99
O -3.84 5.02 2.94
O -3.60 2.91 2.30
H -3.92 1.09 -3.68
H -4.52 4.59 -3.20
H -4.76 6.66 -1.81
H -4.42 6.53 0.62
H -3.88 5.90 2.54
I -1.17 1.48 3.60
C 1.04 0.91 1.03
C 2.15 1.03 1.87
C 2.54 2.28 2.30
C 1.86 3.42 1.87
C 0.78 3.22 1.03
N 0.37 2.01 0.66
H 2.70 0.15 2.16
H 3.39 2.37 2.96
H 2.16 4.41 2.16
H 0.20 4.07 0.66
*
```

Values from the calculation:
- Relative energy (zero: lowest compared OMol25 entry of this formula, charge and spin): 0.000 eV
- <S²>: 3.75
- Gap between HOMO and LUMO (alpha / beta): 6.237 / 6.249 eV
- LUMO energy (alpha / beta): -3.8 / -3.8 eV
- Calculated total energy: -4176.0693 hartree

=====

Entry 8:
The following is a quantum chemistry calculation of a 6-piece molecular cluster, H12O6 overall, from the Open Molecules 2025 dataset.

```
! wB97M-V def2-TZVPD RIJCOSX def2/J DEFGRID3
* xyz 0 1
O 18.72 -10.53 9.52
H 19.43 -10.38 10.16
H 19.16 -10.91 8.76
O 21.37 -9.61 10.82
H 21.49 -9.59 9.86
H 22.24 -9.84 11.17
O 23.47 -11.83 9.00
H 23.63 -11.41 9.86
H 23.96 -12.65 9.02
O 23.32 -8.53 8.62
H 23.54 -8.07 7.80
H 23.61 -7.94 9.32
O 24.17 -10.84 11.72
H 23.86 -11.61 12.21
H 24.55 -10.25 12.38
O 19.83 -10.78 13.15
H 20.51 -10.98 13.80
H 20.24 -10.17 12.53
*
```

Values from the calculation:
- Relative energy (zero: lowest compared OMol25 entry of this formula, charge and spin): 1.293 eV
- SMILES: O.O.O.O.O.O
- Gap between HOMO and LUMO: 10.665 eV
- LUMO energy: -0.1 eV
- Calculated total energy: -458.6249 hartree

=====

Entry 9:
The following is a quantum chemistry calculation of C17H20ClN2O2PdSe as an isolated structure at a distorted geometry, from the Open Molecules 2025 dataset.

```
! wB97M-V def2-TZVPD RIJCOSX def2/J DEFGRID3
* xyz -1 1
Pd -0.22 0.43 -0.03
C 2.19 -2.41 -0.40
O 2.89 -2.74 0.79
C 2.03 -3.01 1.87
C 1.34 -1.78 2.43
O 2.29 -1.00 3.12
C 1.79 0.29 3.41
H 1.48 -3.20 -0.69
H 2.93 -2.28 -1.19
H 1.62 -1.48 -0.26
H 2.65 -3.46 2.65
H 1.26 -3.74 1.57
H 0.54 -2.09 3.12
H 0.86 -1.21 1.63
H 0.92 0.23 4.08
H 1.51 0.83 2.50
H 2.58 0.85 3.91
Se 1.08 1.75 -1.59
N 1.00 2.06 0.19
C 0.19 3.16 0.31
C -0.15 3.74 1.55
C -0.98 4.83 1.58
C -1.48 5.38 0.38
C -1.16 4.85 -0.84
C -0.30 3.72 -0.91
N 0.12 3.15 -2.05
H 0.24 3.30 2.46
H -1.26 5.27 2.53
H -2.13 6.24 0.42
H -1.54 5.26 -1.76
Cl -0.47 -3.90 -4.99
C -1.00 -2.93 -3.63
C -1.05 -3.49 -2.37
C -1.47 -2.72 -1.30
C -1.84 -1.36 -1.42
C -2.18 -0.54 -0.28
C -1.82 -0.86 -2.75
C -1.40 -1.62 -3.83
H -0.77 -4.52 -2.22
H -1.49 -3.17 -0.31
H -2.52 -1.12 0.57
H -2.82 0.31 -0.51
H -2.12 0.17 -2.92
H -1.38 -1.19 -4.82
*
```

Values from the calculation:
- Relative energy (zero: lowest compared OMol25 entry of this formula, charge and spin): 0.244 eV
- Gap between HOMO and LUMO: 5.917 eV
- LUMO energy: 2.6 eV
- Calculated total energy: -3909.2543 hartree

=====

Entry 10:
The following is a quantum chemistry calculation of a 3-piece molecular cluster, C24H41N4 overall at a distorted geometry, from the Open Molecules 2025 dataset.

```
! wB97M-V def2-TZVPD RIJCOSX def2/J DEFGRID3
* xyz 1 1
C -0.75 -4.11 3.24
C -1.80 -4.18 2.11
C -1.74 -5.42 1.20
C -0.36 -5.83 0.73
C 0.21 -4.87 -0.31
C 1.69 -5.08 -0.59
C 2.65 -4.51 0.46
C 3.25 -3.15 0.06
C 2.18 -2.08 0.04
C 1.96 -1.26 -1.05
C 0.93 -0.33 -1.02
N 0.14 -0.21 0.05
C -0.99 0.77 0.01
C -1.21 1.47 1.32
C -2.21 0.93 2.31
N -0.51 2.51 1.52
C 0.35 -0.96 1.15
C 1.36 -1.90 1.16
H -1.24 -4.08 4.20
H -0.08 -4.96 3.26
H -0.20 -3.17 3.18
H -2.77 -4.20 2.60
H -1.81 -3.26 1.51
H -2.28 -6.24 1.68
H -2.31 -5.18 0.31
H 0.34 -6.02 1.54
H -0.46 -6.80 0.23
H -0.03 -3.84 -0.02
H -0.33 -5.05 -1.23
H 1.87 -6.16 -0.64
H 1.92 -4.67 -1.57
H 2.22 -4.49 1.46
H 3.51 -5.18 0.52
H 3.64 -3.25 -0.94
H 4.04 -2.85 0.75
H 2.58 -1.35 -1.93
H 0.74 0.30 -1.88
H -1.86 0.21 -0.32
H -0.77 1.47 -0.78
H -1.64 0.43 3.10
H -2.85 0.17 1.88
H -2.77 1.73 2.78
H -0.77 2.86 2.45
H -0.28 -0.86 2.01
H 1.52 -2.50 2.04
C -2.78 8.06 1.30
C -1.79 6.90 1.34
C -2.30 5.65 0.62
C -3.48 5.07 1.25
N -4.40 4.60 1.76
H -3.71 7.80 1.80
H -2.36 8.93 1.79
H -3.01 8.33 0.27
H -1.56 6.66 2.38
H -0.85 7.20 0.87
H -1.52 4.88 0.61
H -2.52 5.88 -0.42
C 1.82 4.29 -4.05
C 2.84 3.16 -4.16
C 2.33 1.96 -4.95
C 1.19 1.31 -4.30
N 0.28 0.82 -3.79
H 0.93 3.97 -3.51
H 2.24 5.13 -3.51
H 1.52 4.64 -5.03
H 3.15 2.84 -3.16
H 3.74 3.54 -4.65
H 3.12 1.22 -5.07
H 2.04 2.27 -5.96
*
```

Values from the calculation:
- Relative energy (zero: lowest compared OMol25 entry of this formula, charge and spin): 0.000 eV
- Gap between HOMO and LUMO: 9.808 eV
- LUMO energy: -3.5 eV
- Calculated total energy: -1157.8699 hartree